Model i:
ORCA calculation (ωB97M-V with the def2-TZVPD basis set) on H14LiO7 as an isolated structure.

Positions of all 22 atoms, in Å:
Li -0.3013 0.2464 -0.0116
O -0.6495 0.3706 -1.6114
H -0.5270 0.7956 -2.4603
H -0.3681 -0.5333 -1.7528
O -1.6567 -0.1523 0.2706
H -2.4353 0.1866 -0.1711
H -1.9847 -0.8589 0.8268
O -0.6252 -0.7690 2.3993
H -0.0924 -0.1926 1.8515
H -0.0231 -1.4588 2.6784
O -0.4678 1.6951 -0.0595
H -0.6932 1.9526 -0.9535
H -0.6730 2.4650 0.4709
O 0.4452 -1.1274 -0.6177
H 0.8470 -1.8084 -0.0782
H 0.0309 -1.6043 -1.3369
O 1.7589 0.1606 -1.2578
H 2.7075 0.0396 -1.3007
H 1.4315 -0.6481 -0.8640
O 0.7654 0.3442 1.1234
H 1.5141 -0.2395 1.2457
H 0.9967 1.1361 1.6089

Summary:
- E_LUMO (eV) = -3.924
- total charge = +1
- Kohn-Sham gap (eV) = 10.35

---

Model ii:
ORCA calculation (ωB97M-V with the def2-TZVPD basis set) on H14LiO7 as an isolated structure.

Positions of all 22 atoms, in Å:
Li 0.2975 0.1457 0.1037
O -1.7827 0.1807 0.7742
H -2.3960 -0.1363 1.4225
H -2.1439 1.0396 0.5542
O -0.0112 1.3784 -1.3610
H -0.2493 1.0270 -2.2078
H 0.6642 2.0259 -1.5710
O 0.3825 -1.5188 -1.4935
H -0.1425 -2.2767 -1.6314
H 0.7090 -1.3285 -2.3645
O 0.7562 -1.0814 1.5361
H 1.5334 -1.6590 1.6046
H 0.0232 -1.6537 1.6938
O -2.8960 -1.0474 -1.2404
H -2.3930 -0.8643 -0.4435
H -3.6607 -0.4575 -1.2168
O 2.5275 0.2721 -0.4667
H 2.8319 0.9644 0.1226
H 2.9142 -0.5194 -0.0861
O 1.1362 1.8348 1.7249
H 1.4961 2.3699 2.4104
H 0.4034 1.3045 2.1359

Summary:
- E_LUMO (eV) = -3.338
- total charge = +1
- Kohn-Sham gap (eV) = 10.94

---

Need the numbers? Relative energies in eV: model i 11.510; model ii 0.000.

---

Model i:
ORCA calculation (ωB97M-V with the def2-TZVPD basis set) on C37H51N3O2PtSe as an isolated structure.

Positions of all 95 atoms, in Å:
Pt 0.0315 -0.1727 0.4757
C -2.8986 5.9454 -3.0243
C -3.4360 4.6427 -3.6181
C -3.1159 4.6432 -5.1202
C -4.9604 4.6318 -3.4354
C -2.8183 3.4138 -2.9565
C -1.8642 3.4811 -1.9553
C -1.3091 2.3451 -1.3871
Se 0.1413 2.5253 -0.1474
C 1.5129 2.6069 -1.4925
C 1.8097 3.8534 -2.0134
C 2.7126 4.0227 -3.0550
C 3.2805 2.8487 -3.5626
C 3.0211 1.5766 -3.0943
C 2.1355 1.3904 -1.9546
O 1.9271 0.2753 -1.4196
C 3.7065 0.4101 -3.8284
C 5.2300 0.5300 -3.6643
C 3.3037 -0.9919 -3.3553
C 3.3637 0.4788 -5.3269
C 3.0671 5.3733 -3.6640
C 2.6684 5.4012 -5.1479
C 2.3457 6.5255 -2.9644
C 4.5783 5.6253 -3.5540
C -1.6941 1.0435 -1.7961
O -1.2351 -0.0372 -1.2817
C -2.6712 0.9673 -2.8532
C -3.1899 2.1311 -3.3823
C -3.0819 -0.4108 -3.3733
C -1.8489 -1.1487 -3.9187
C -3.7160 -1.2340 -2.2411
C -4.1071 -0.3277 -4.5097
H -3.3700 6.7995 -3.5189
H -1.8194 6.0294 -3.1594
H -3.1074 6.0136 -1.9555
H -3.5363 5.5278 -5.6099
H -3.5243 3.7584 -5.6099
H -2.0362 4.6383 -5.2766
H -5.4151 5.5118 -3.9025
H -5.2163 4.6300 -2.3745
H -5.4048 3.7422 -3.8832
H -1.5044 4.4384 -1.5977
H 1.2966 4.7077 -1.5874
H 3.9713 2.9428 -4.3978
H 5.4987 0.4887 -2.6076
H 5.6062 1.4720 -4.0690
H 5.7381 -0.2921 -4.1804
H 3.5668 -1.1672 -2.3167
H 3.8187 -1.7215 -3.9942
H 2.2295 -1.1488 -3.4264
H 3.6959 1.4107 -5.7869
H 2.2843 0.4038 -5.4684
H 3.8395 -0.3502 -5.8614
H 1.6001 5.2068 -5.2556
H 3.2013 4.6337 -5.7109
H 2.8946 6.3736 -5.5992
H 1.2623 6.4268 -3.0489
H 2.6358 7.4768 -3.4210
H 2.5946 6.5675 -1.9028
H 5.1434 4.8535 -4.0781
H 4.8916 5.6103 -2.5089
H 4.8460 6.5963 -3.9851
H -3.9211 2.0529 -4.1781
H -1.0827 -1.2343 -3.1516
H -1.4306 -0.6035 -4.7684
H -2.1344 -2.1496 -4.2606
H -3.0225 -1.3270 -1.4083
H -3.9828 -2.2312 -2.6093
H -4.6275 -0.7465 -1.8849
H -3.7129 0.2132 -5.3727
H -5.0313 0.1609 -4.1919
H -4.3590 -1.3407 -4.8357
C -0.9798 -5.5584 -0.0860
N -0.9553 -4.3129 0.6471
C -2.2495 -3.7407 1.0143
C -0.0347 -3.3955 0.3135
N 0.5047 -2.3851 0.1008
H -1.4401 -6.3328 0.5329
H 0.0395 -5.8558 -0.3221
H -1.5477 -5.4718 -1.0226
H -2.7787 -4.4365 1.6707
H -2.8634 -3.5362 0.1286
H -2.0763 -2.8043 1.5413
N 0.4503 -0.2205 2.3364
C 1.5167 -0.8643 2.8542
C 1.5206 -1.2479 4.2236
C 2.6045 -1.8745 4.8030
C 3.7558 -2.1410 4.0612
C 3.7815 -1.7650 2.7186
C 2.6965 -1.1571 2.1188
H 0.6293 -1.0255 4.8000
H 2.5592 -2.1527 5.8528
H 4.6128 -2.6212 4.5205
H 4.6664 -1.9587 2.1196
H 2.7228 -0.8681 1.0747

Summary:
- E_LUMO (alpha / beta) (eV) = 4.250 / 4.248
- total charge = -2
- 2S+1 = 3
- Kohn-Sham gap (alpha / beta) (eV) = 4.10 / 4.95

---

Model ii:
ORCA calculation (ωB97M-V with the def2-TZVPD basis set) on C37H51N3O2PtSe as an isolated structure.

Positions of all 95 atoms, in Å:
Pt 0.1749 -0.0570 -0.7926
C -2.3889 2.8244 6.2069
C -3.1139 3.5486 5.0717
C -2.7206 5.0341 5.1213
C -4.6231 3.4295 5.3382
C -2.7646 2.9646 3.7050
C -1.7331 2.0555 3.4952
C -1.4379 1.5384 2.2394
Se 0.0953 0.3490 2.0685
C 1.5364 1.6392 2.2870
C 1.6649 2.2924 3.5057
C 2.5997 3.3052 3.7044
C 3.3518 3.6733 2.5839
C 3.2924 3.0343 1.3602
C 2.4899 1.8331 1.2221
O 2.6066 1.0341 0.2592
C 4.1815 3.5748 0.2270
C 5.6336 3.1446 0.4837
C 3.7786 3.0861 -1.1710
C 4.1098 5.1138 0.1863
C 2.8322 4.0009 5.0436
C 2.3982 5.4723 4.9597
C 2.0528 3.3330 6.1760
C 4.3239 3.9476 5.4127
C -2.2724 1.8068 1.1003
O -2.1495 1.2274 -0.0119
C -3.2740 2.8411 1.3103
C -3.4838 3.3610 2.5710
C -4.1069 3.2982 0.1103
C -3.1688 3.8030 -0.9974
C -4.9369 2.1218 -0.4305
C -5.0761 4.4310 0.4541
H -2.7169 3.2227 7.1717
H -1.3105 2.9591 6.1382
H -2.6006 1.7536 6.1848
H -2.9815 5.4807 6.0880
H -3.2302 5.5931 4.3337
H -1.6448 5.1417 4.9662
H -4.8616 3.7721 6.3511
H -4.9436 2.3907 5.2376
H -5.2038 4.0291 4.6356
H -1.1223 1.7312 4.3246
H 0.9990 2.0007 4.3036
H 4.0354 4.5119 2.6891
H 5.7011 2.0553 0.4573
H 5.9739 3.4834 1.4652
H 6.3051 3.5555 -0.2798
H 3.7548 2.0019 -1.2193
H 4.4885 3.4844 -1.9056
H 2.7773 3.4405 -1.4294
H 4.6434 5.5823 1.0160
H 3.0683 5.4410 0.2228
H 4.5565 5.4819 -0.7429
H 1.3316 5.5385 4.7342
H 2.9412 5.9880 4.1648
H 2.5894 5.9951 5.9041
H 0.9782 3.4312 6.0267
H 2.3052 3.8016 7.1320
H 2.2933 2.2700 6.2389
H 4.9319 4.5009 4.6951
H 4.6734 2.9134 5.4197
H 4.4919 4.3810 6.4050
H -4.2592 4.1083 2.7002
H -2.4592 3.0184 -1.2611
H -2.6205 4.6841 -0.6495
H -3.7404 4.0854 -1.8891
H -4.2732 1.3021 -0.6992
H -5.5115 2.4314 -1.3115
H -5.6351 1.7731 0.3359
H -4.5516 5.3124 0.8336
H -5.8140 4.1193 1.1975
H -5.6159 4.7245 -0.4512
C -0.2586 4.5755 1.0353
N 0.1312 4.3118 -0.3496
C -0.1147 5.3731 -1.3068
C 0.1210 3.0574 -0.7821
N 0.1168 1.9656 -1.1551
H 0.2220 5.5022 1.3550
H 0.0877 3.7645 1.6713
H -1.3460 4.6658 1.1357
H 0.4483 6.2587 -1.0042
H -1.1776 5.6344 -1.3612
H 0.2199 5.0609 -2.2941
N 0.4349 -1.9180 -0.7041
C 1.1613 -2.7113 0.0914
C 0.8742 -4.0981 0.2129
C 1.6253 -4.9251 1.0262
C 2.7132 -4.4348 1.7463
C 3.0281 -3.0781 1.6284
C 2.2820 -2.2337 0.8341
H 0.0303 -4.4947 -0.3406
H 1.3650 -5.9772 1.1020
H 3.2950 -5.0882 2.3861
H 3.8744 -2.6760 2.1767
H 2.5336 -1.1817 0.7255

Summary:
- E_LUMO (alpha / beta) (eV) = 4.208 / 4.207
- total charge = -2
- 2S+1 = 3
- Kohn-Sham gap (alpha / beta) (eV) = 4.68 / 5.39

---

Need the numbers? Relative energies in eV: model i 0.475; model ii 0.000.

---

Model i:
ORCA calculation (ωB97M-V with the def2-TZVPD basis set) on a 3-piece molecular cluster, C6H18N3 overall.

Positions of all 27 atoms, in Å:
C 1.7763 -2.5061 -0.5104
C 2.5609 -0.4604 0.5515
C 2.3227 -0.5958 -1.8989
C -4.1340 1.1842 0.9743
C 1.6924 -1.0485 -0.5411
C 0.3046 -0.7451 -0.5814
N -0.7703 -0.3815 -0.6270
N -0.5926 1.6432 1.3614
N -2.8623 1.3774 0.1585
H 1.4332 -3.0414 0.3307
H 1.3144 -2.9495 -1.3641
H 2.8167 -2.8491 -0.7500
H 2.1945 -0.8876 1.5916
H 3.6068 -0.7173 0.3675
H 2.2661 0.6098 0.7540
H 2.4399 0.5245 -2.1654
H 1.6244 -0.9369 -2.7712
H 3.3024 -1.0454 -2.0775
H -4.8750 1.8234 0.5802
H -4.2974 0.1154 0.7388
H -3.8328 1.4658 1.9597
H -2.7741 0.7118 -0.6067
H -2.9228 2.2169 -0.3992
H -0.3253 1.4344 2.3523
H -0.0793 1.0877 0.7673
H -0.3122 2.6147 1.0784
H -1.8773 1.3552 0.7266

Summary:
- E_LUMO (eV) = -2.724
- total charge = +1
- Kohn-Sham gap (eV) = 11.98

---

Model ii:
ORCA calculation (ωB97M-V with the def2-TZVPD basis set) on a 3-piece molecular cluster, C6H18N3 overall.

Positions of all 27 atoms, in Å:
C 0.4565 2.2610 1.8562
C -1.1284 0.3503 2.3366
C -1.3821 1.7124 0.2891
C 0.4935 0.8427 -2.4108
C 1.6526 -0.3125 -0.6995
C -0.7260 1.4574 1.4108
N -0.1629 -1.2967 -1.6666
N 0.6845 -0.2989 -1.5386
N 0.0861 -3.5921 -0.3341
H 1.3421 1.6303 1.9362
H 0.6634 3.0806 1.1731
H 0.2653 2.6785 2.8429
H -1.9052 -0.2709 1.8969
H -1.5211 0.7819 3.2580
H -0.2707 -0.2677 2.6070
H -1.1254 2.5473 -0.3423
H 1.8108 -1.1668 -0.0671
H -2.2460 1.1404 -0.0067
H 0.6313 1.7681 -1.8522
H 1.2158 0.8159 -3.2282
H -0.5120 0.8396 -2.8292
H 2.3082 0.5342 -0.6193
H -0.0463 -2.1989 -1.1021
H -0.8500 -1.2457 -2.3998
H 0.5734 -4.2781 -0.9010
H 0.5455 -3.5667 0.5703
H -0.8528 -3.9456 -0.1797

Summary:
- E_LUMO (eV) = -3.650
- total charge = +1
- Kohn-Sham gap (eV) = 8.75

---

Need the numbers? Relative energies in eV: model i 0.000; model ii 0.859.

---

Model i:
ORCA calculation (ωB97M-V with the def2-TZVPD basis set) on CH3O3 as an isolated structure.

Positions of all 7 atoms, in Å:
O 1.5637 0.6093 0.1591
H 0.8940 1.2535 -0.1646
H 1.0681 -0.2350 0.2580
O -2.0946 -0.4257 0.2081
O 0.0782 -0.9945 0.5590
C -0.8668 -0.3731 -0.0335
H -0.6426 0.1654 -0.9861

Summary:
- E_LUMO (eV) = 4.602
- total charge = -1
- Kohn-Sham gap (eV) = 9.11

---

Model ii:
ORCA calculation (ωB97M-V with the def2-TZVPD basis set) on a 2-piece molecular cluster, CH3O3 overall.

Positions of all 7 atoms, in Å:
O -1.3968 -0.4250 1.8533
H -2.3566 -0.5704 1.6924
H -0.9594 -0.7095 1.0191
O 2.3429 0.8087 -0.8878
O 0.7206 -0.7630 -1.0941
C 1.1626 0.4221 -1.1133
H 0.4868 1.2371 -1.4694

Summary:
- E_LUMO (eV) = 3.949
- total charge = -1
- Kohn-Sham gap (eV) = 7.89

---

Need the numbers? Relative energies in eV: model i 0.398; model ii 0.000.